Record 1
147
Properties=species:S:1:pos:R:3:forces:R:3:mulliken_charge:R:1 method="wB97M-V/def2-TZVPD" largest_force_ev_per_a=6.56 homo_lumo_gap_ev=7.009 total_charge=0 smiles="C[C@@H](Cl)Cc1c(C[C@@H]2CO2)c(S(=O)(=O)F)cc2c1Sc1c(CCC(N)=O)c(CCO[Si](C)(C)C)c(P(C)C)c(CC=O)c1N2N=C=S.CC(C)O.CC(C)O.CC(C)O.CC(C)O.CC(C)O" homo_energy_ev=-8.042
Cl 1.801 0.074 3.641 -0.80 0.19 -0.92 -0.2277
S 0.568 1.224 -6.278 -2.59 0.18 3.40 -0.2075
S 3.645 -2.529 -2.520 1.13 -0.72 -6.42 1.3172
S -1.440 1.581 -0.782 0.16 -2.08 -0.28 -0.4234
P -6.074 -3.006 -2.880 1.09 -0.13 -1.50 0.2951
Si -10.030 -0.907 0.045 -0.55 -0.40 -1.23 0.5589
F 4.080 -3.520 -1.226 -0.81 1.95 -1.73 -0.2649
O 13.961 -6.067 -2.000 0.02 -0.22 0.16 -0.5607
O -6.660 1.939 2.525 2.70 2.72 -2.47 -0.5968
O 12.234 -2.750 -1.663 0.30 -0.25 -0.11 -0.5184
O -8.625 -0.433 -0.853 -0.71 0.05 2.10 -0.4214
O 6.388 -0.194 0.389 -2.68 -2.57 -2.71 -0.3635
O 3.030 -3.402 -3.589 1.04 1.91 4.17 -0.6067
O -4.105 4.756 5.372 0.01 -0.20 -0.35 -0.5061
O -7.884 6.415 2.437 -0.29 -0.14 0.07 -0.4946
O -1.175 -3.544 -4.151 -4.71 0.29 0.62 -0.4641
O 4.842 -1.830 -3.141 -3.09 -1.74 3.44 -0.5549
O 10.485 0.985 -0.304 0.20 -0.25 -0.30 -0.5335
N -1.294 -0.130 -3.392 -0.21 -1.89 3.10 1.1934
N -1.344 1.126 -4.015 3.92 1.29 -4.87 -0.6759
N -6.123 4.227 2.470 0.47 -1.32 -0.19 -0.2036
C -11.229 0.583 0.047 0.48 1.26 0.15 -0.9677
C -5.004 2.464 0.709 -0.25 0.94 0.86 -0.4327
C 10.059 -2.501 -2.662 -0.06 -0.02 -0.28 -1.2965
C -2.424 -3.473 -3.982 2.54 0.51 -0.63 0.1801
C -7.616 7.498 1.548 0.03 0.49 0.47 0.4312
C -3.275 5.436 7.526 0.31 -0.03 0.03 -1.2486
C 14.371 -6.214 -3.357 -0.33 0.63 -0.07 0.3452
C 0.557 0.402 2.290 -0.80 -0.34 -0.29 0.2903
C 9.122 0.472 1.608 0.00 -0.33 0.02 -1.0488
C -3.615 -1.405 -3.037 0.08 1.21 1.31 -0.5893
C -0.084 -0.269 -2.542 3.82 -0.67 2.86 -0.5693
C -6.307 8.163 1.943 0.32 -0.12 -0.13 -1.3049
C -4.925 -1.679 -2.196 2.38 2.85 1.99 0.8138
C 10.355 -3.599 -0.422 0.04 -0.28 0.16 -0.9878
C -4.089 0.190 -0.386 1.19 -1.10 -2.60 0.0605
C -0.466 1.207 -4.987 -1.29 -0.38 0.61 0.4978
C 10.537 0.610 1.071 -0.42 0.66 0.28 0.6975
C -0.031 -1.021 1.787 -0.20 -0.07 1.25 -0.9022
C -6.002 -4.545 -1.785 -0.58 -0.65 0.86 -0.9994
C -4.223 1.062 0.940 -0.04 -0.09 0.08 -1.0077
C 2.477 -0.552 -0.619 -2.83 0.58 -1.38 0.3859
C -2.537 -0.381 -2.597 -3.60 -0.41 2.61 -0.9911
C -3.305 -2.189 -4.423 1.07 0.09 1.28 -0.8607
C 1.102 -1.202 -2.916 -0.31 1.30 2.33 -0.7914
C 5.143 -0.323 -0.459 1.99 -2.31 0.27 -0.2062
C 15.255 -5.040 -3.747 0.29 0.03 -0.01 -1.1372
C -7.546 0.033 -0.001 0.68 0.10 -0.20 0.3465
C -5.151 -0.870 -0.867 2.44 0.68 -1.42 0.5260
C 1.283 0.399 -0.242 -0.32 -0.84 -2.65 -0.0276
C -4.059 4.389 6.751 -0.35 0.57 0.25 0.3541
C -5.476 4.252 7.284 -0.14 -0.28 -0.02 -1.2230
C 11.332 1.648 1.846 0.34 -0.06 0.05 -1.5382
C 0.051 0.521 -1.179 1.60 -2.15 -1.57 0.5368
C -7.839 -2.386 -3.151 -1.45 -0.27 1.17 -0.4422
C -6.432 -1.124 0.051 1.05 -0.19 0.05 -0.5319
C 3.693 -0.675 0.403 1.85 0.12 -2.09 -0.2618
C -5.963 2.841 1.955 -2.41 -2.64 1.99 0.1640
C 13.144 -6.303 -4.250 -0.13 -0.28 -0.10 -1.0741
C -8.773 8.484 1.589 -0.25 -0.04 -0.20 -1.3006
C -9.672 -1.654 1.770 -0.19 -0.67 0.86 -0.9462
C 1.252 1.265 1.111 -0.11 -0.31 -0.59 -1.4883
C -10.869 -2.328 -0.981 0.37 -0.84 0.37 -1.0253
C 6.272 -1.562 -0.425 -2.91 4.32 0.74 -0.3439
C 2.349 -1.341 -1.967 -2.68 2.24 1.97 0.2872
C 10.958 -3.374 -1.800 -0.36 0.63 0.32 0.6249
C -2.816 0.402 -1.253 -1.28 -2.34 -1.63 0.2950
H 0.627 2.217 0.943 0.91 -1.57 0.13 0.4006
H 9.077 -2.960 -2.800 0.04 0.04 -0.01 0.3605
H -6.360 8.551 2.966 -0.13 0.08 -0.07 0.3257
H -4.556 5.608 5.305 0.14 -0.12 0.07 0.3232
H 16.127 -4.981 -3.090 -0.06 -0.08 -0.08 0.3087
H 5.045 0.311 -1.472 0.38 -1.29 2.68 0.3605
H 9.922 -1.513 -2.209 -0.01 -0.09 0.12 0.1958
H -8.701 -2.284 1.789 -1.48 1.16 0.08 0.2589
H -3.746 6.421 7.438 -0.11 -0.09 0.06 0.3324
H -4.718 0.432 1.769 0.45 1.11 -1.43 0.3945
H 7.010 -1.652 -1.283 -1.12 0.04 1.45 0.2232
H -5.475 3.955 8.336 -0.04 0.05 -0.07 0.4034
H -4.283 3.357 0.603 -0.96 -1.53 0.00 0.3418
H -8.911 8.882 2.599 0.14 0.03 -0.04 0.3530
H -5.664 2.450 -0.230 0.93 -0.02 1.41 0.4332
H -8.485 -2.807 -2.286 0.88 1.02 -1.34 -0.2069
H 14.716 -4.094 -3.642 -0.09 -0.10 -0.07 0.2625
H -9.709 7.989 1.314 0.11 0.03 -0.05 0.3145
H -0.550 -1.558 2.673 0.92 1.05 -1.26 0.3923
H 12.511 -7.144 -3.951 0.11 0.02 -0.04 0.2936
H -11.863 -2.671 -0.495 1.46 0.77 -0.95 0.3279
H 15.601 -5.133 -4.780 -0.02 0.04 0.05 0.3657
H 12.531 -5.400 -4.163 0.15 0.06 -0.04 0.1783
H 10.866 2.636 1.767 -0.11 -0.10 0.05 0.3756
H -3.208 5.175 8.585 -0.01 0.06 -0.06 0.3797
H 13.426 -6.433 -5.298 -0.06 0.03 0.05 0.3887
H 11.405 1.381 2.904 -0.01 0.06 -0.06 0.3548
H -7.966 6.775 3.330 -0.03 0.03 -0.21 0.3200
H -10.170 -3.249 -0.884 -1.09 1.36 -0.36 0.2292
H -7.880 0.324 1.063 0.45 -0.59 -1.57 0.1098
H -6.023 5.195 7.189 0.13 0.04 0.09 0.3056
H -7.120 0.991 -0.468 -0.55 -1.47 0.61 -0.1846
H -10.807 1.424 0.720 -0.68 -1.25 -0.95 0.2591
H 10.039 1.841 -0.363 0.05 -0.19 0.05 0.3443
H -0.283 1.002 2.809 1.51 -0.93 -0.93 0.3036
H 9.126 0.168 2.659 -0.02 0.05 -0.04 0.3971
H -7.526 7.079 0.542 -0.03 -0.17 0.18 0.2638
H 8.564 -0.269 1.033 0.11 0.09 0.11 0.0949
H -2.263 5.533 7.124 -0.08 -0.08 0.06 0.3117
H -7.918 -1.239 -3.146 0.23 -1.85 0.08 0.2513
H 12.103 -1.897 -1.228 0.00 -0.13 -0.11 0.3226
H -6.519 -5.412 -2.351 0.67 1.55 0.82 0.3628
H -8.330 -2.809 -4.109 1.31 0.64 1.38 0.4388
H 2.306 1.635 1.386 -1.71 -0.78 -0.33 0.5173
H -9.705 -0.896 2.632 0.35 -1.11 -1.29 0.2958
H 10.229 -2.650 0.110 -0.08 0.03 -0.15 -0.0063
H 10.510 -2.338 -3.645 -0.05 -0.09 0.07 0.3638
H -6.032 3.504 6.711 0.09 0.00 0.08 0.2928
H 3.657 0.064 1.268 -0.27 -1.22 -1.20 0.1011
H 9.382 -4.091 -0.492 0.04 0.05 0.04 0.3981
H 11.017 -4.218 0.190 -0.07 -0.01 -0.10 0.3029
H 5.799 -2.406 0.170 1.49 1.04 -0.76 0.2222
H -6.065 8.989 1.269 -0.01 -0.02 0.09 0.3903
H 14.943 -7.144 -3.424 -0.08 0.04 0.21 0.3066
H -3.003 -4.317 -3.450 0.74 1.03 -0.68 0.2050
H -7.145 4.398 2.577 0.97 -0.19 -0.26 0.2719
H -6.533 -4.415 -0.765 0.98 -0.38 -1.47 0.2715
H -5.487 7.440 1.921 -0.10 0.03 -0.08 0.2947
H -12.286 0.357 0.412 1.38 0.25 -0.69 0.3090
H -4.912 -4.901 -1.642 -1.73 0.93 -0.16 0.2745
H 1.058 -1.824 -3.880 0.08 1.00 1.74 0.3536
H -6.064 -1.229 1.143 -0.52 0.11 -1.73 0.5005
H -5.769 4.199 3.457 -0.12 0.01 -1.08 0.1752
H -4.251 -2.505 -4.973 1.31 0.46 0.92 0.4829
H -11.200 1.022 -1.024 -0.38 -0.79 1.68 0.2481
H -10.987 -2.063 -2.087 0.00 -0.47 1.55 0.2747
H -10.534 -2.399 1.984 1.32 1.15 -0.39 0.3723
H -3.547 3.425 6.814 -0.03 0.09 -0.23 0.2665
H 13.453 -5.246 -1.929 0.16 -0.05 -0.01 0.3249
H -2.604 -1.520 -5.037 -1.17 -1.06 0.79 0.2801
H -8.605 9.319 0.904 -0.03 -0.03 0.07 0.3706
H 3.846 -1.766 0.754 -0.54 1.88 -0.35 0.3753
H -6.872 -2.144 -0.276 0.47 1.80 0.57 -0.1873
H 11.044 -0.358 1.127 0.02 0.07 -0.22 0.2122
H 12.343 1.742 1.439 -0.07 -0.07 0.06 0.3625
H -0.846 -0.909 0.987 1.48 -0.02 0.97 0.1035
H 0.830 -1.705 1.477 -1.29 1.04 0.11 0.2388
H 8.577 1.417 1.520 0.09 -0.01 0.05 0.2993
H 11.117 -4.337 -2.293 0.18 0.09 0.03 0.2380
H -3.189 1.355 1.366 -1.49 -0.71 -0.96 0.2918



Record 2
144
Properties=species:S:1:pos:R:3:forces:R:3:mulliken_charge:R:1 method="wB97M-V/def2-TZVPD" largest_force_ev_per_a=1.14 homo_lumo_gap_ev=7.605 total_charge=0 homo_energy_ev=-7.927
S -11.528 8.541 -2.622 0.00 0.11 0.05 0.4673
S -3.224 -5.571 -0.918 0.05 0.07 0.16 0.7853
S -1.687 4.527 -0.613 -0.13 0.02 0.06 0.4109
S 6.692 2.037 0.909 0.01 -0.14 -0.13 0.7250
S -2.436 -8.546 2.838 -0.16 -0.10 -0.10 0.4275
S -7.310 4.936 -2.040 -0.05 0.04 0.04 0.4702
S -4.325 -4.296 3.841 -0.08 0.06 -0.11 0.4576
S 11.111 5.535 2.398 0.04 -0.03 0.09 0.4011
S 1.339 -2.989 4.101 0.33 -0.08 -0.13 0.7044
O -1.019 3.200 -0.681 0.08 -0.04 -0.11 -0.4988
O 4.127 -2.352 2.136 0.06 0.39 0.78 -0.5982
O -2.847 -1.044 -3.898 0.35 -0.09 -0.69 -0.5996
O -2.401 -2.129 -2.004 0.27 0.30 0.49 -0.2515
O -2.488 -6.764 -1.421 -0.08 -0.05 -0.05 -0.7212
O 9.984 4.619 2.067 0.21 0.15 0.04 -0.5250
O -1.813 -7.212 3.046 0.18 -0.04 0.06 -0.5150
O -4.899 -5.584 3.338 -0.04 0.03 0.25 -0.5730
O -10.784 7.422 -3.263 0.00 -0.04 -0.02 -0.6173
O -0.106 -2.687 4.250 -0.23 0.15 0.15 -0.6828
O 6.398 2.417 -2.469 0.04 -0.10 -0.13 -0.4635
O 3.128 -3.888 -2.721 0.03 -0.25 -0.39 -0.6678
O 5.329 2.468 1.339 0.02 0.09 0.05 -0.6507
O -6.612 3.623 -2.100 0.08 0.02 -0.04 -0.5731
N 4.424 -5.667 -1.210 0.76 0.32 -0.16 -0.5938
N 2.546 1.336 -1.207 0.35 -0.12 0.18 0.2479
C 5.528 -0.051 -5.070 -0.15 0.39 0.52 -0.5524
C 3.622 2.108 -1.821 -0.54 -0.08 -0.66 -0.7798
C 2.238 -1.695 4.963 0.11 -0.02 0.13 -1.0614
C -4.285 -6.114 0.428 0.02 -0.09 -0.16 -0.5933
C 2.389 -2.516 -0.952 0.30 -0.28 -0.26 0.4360
C -4.541 -5.228 -2.093 -0.09 -0.02 -0.06 -1.0873
C 4.227 -4.093 0.613 0.00 -0.38 -0.13 -1.2479
C -12.593 7.814 -1.373 -0.09 -0.06 0.04 -0.9104
C -0.097 -2.181 -1.274 0.36 0.63 -0.02 -0.3430
C -3.416 0.064 -1.917 -0.24 -0.01 0.64 -0.9893
C -2.851 -1.070 -2.700 -0.30 0.29 -0.55 0.7663
C 2.974 0.281 1.009 -0.05 -0.02 -0.66 -0.1947
C 2.429 1.478 0.240 -0.79 -0.10 0.22 -1.7003
C 7.517 1.380 2.362 0.00 -0.01 0.15 -1.0697
C 4.292 1.352 -2.943 0.34 -0.37 -0.17 0.5523
C -0.964 5.561 -1.895 0.07 0.00 -0.11 -0.9733
C 5.646 1.528 -3.241 -0.34 -0.01 -0.13 0.3595
C -1.082 -2.579 -2.361 0.14 -0.77 0.54 -1.0274
C 2.683 -2.115 0.285 -0.40 0.36 0.35 0.4366
C 3.980 -4.493 -0.635 0.04 -0.36 -0.17 0.3090
C 7.695 3.514 0.780 -0.22 -0.01 -0.16 -1.0251
C 1.719 -4.301 5.268 0.03 -0.07 0.11 -1.0421
C 3.150 -3.648 -1.536 -0.18 0.47 0.07 0.5547
C -8.900 4.747 -2.841 -0.13 0.00 -0.09 -0.6869
C -6.595 5.976 -3.321 0.03 0.07 -0.09 -0.8375
C -12.844 9.006 -3.752 -0.10 -0.01 -0.06 -0.9676
C 4.179 -0.240 -4.787 0.28 0.22 0.05 -0.7255
C 6.255 0.840 -4.286 -0.05 0.07 0.08 -0.4183
C 3.578 0.455 -3.739 0.24 -0.15 -0.32 -0.5713
C -1.373 -9.755 3.638 0.07 -0.04 0.08 -1.0007
C -3.791 -8.665 4.008 -0.13 -0.06 0.05 -0.8275
C 3.721 -2.819 1.095 0.04 -0.41 -0.44 0.6456
C -4.679 -4.221 5.600 -0.03 -0.03 0.11 -1.0321
C 2.038 -0.955 0.979 0.52 0.11 0.34 1.1125
C 10.452 7.205 2.361 -0.04 0.10 -0.05 -0.9441
C -3.289 4.347 -1.407 -0.05 -0.03 -0.05 -1.0176
C 12.110 5.690 0.913 0.03 0.04 -0.10 -0.9457
C -2.562 -4.497 3.994 0.00 0.01 0.17 -0.7714
C 1.340 -1.930 -1.822 -1.13 -0.02 -0.10 -0.2982
H 1.396 -2.359 -2.817 0.28 -0.15 -0.10 0.9810
H -11.960 7.416 -0.583 0.04 0.02 -0.02 0.3055
H -0.994 5.034 -2.849 -0.01 -0.04 0.03 0.2869
H 3.613 -0.922 -5.402 -0.20 -0.06 0.06 0.4181
H 2.889 2.392 0.613 0.20 0.09 -0.09 0.4183
H -1.176 -9.447 4.665 -0.02 0.04 -0.01 0.2825
H -0.439 -9.800 3.081 -0.02 0.03 -0.04 0.3412
H -12.387 9.447 -4.635 0.05 0.00 0.02 0.3144
H 5.338 -5.930 -0.865 -0.16 -0.26 0.23 0.2598
H -5.566 6.193 -3.045 0.00 -0.02 0.03 0.2318
H 1.364 -4.023 6.260 -0.02 0.04 -0.02 0.3638
H 7.301 1.033 -4.477 0.10 -0.05 -0.01 0.4638
H 3.200 3.015 -2.276 0.11 0.22 0.10 0.2471
H 2.527 0.290 -3.565 -0.08 0.03 0.18 0.2921
H -9.512 4.089 -2.227 0.06 -0.02 0.05 0.3250
H -9.382 5.722 -2.924 -0.01 -0.01 0.02 0.1870
H -0.446 -1.252 -0.829 -0.15 0.04 0.11 0.0531
H 7.314 4.102 -0.053 -0.06 -0.08 -0.02 0.2931
H 8.559 1.171 2.120 0.00 0.01 -0.02 0.3813
H -2.133 -3.619 4.473 -0.04 0.08 -0.08 0.4500
H -8.763 4.304 -3.828 0.07 -0.03 0.02 0.3098
H 1.209 -5.203 4.932 -0.02 0.03 -0.05 0.2861
H 9.928 7.371 1.419 0.00 -0.05 -0.01 0.2983
H -13.491 9.738 -3.270 0.02 0.01 0.01 0.3828
H -0.773 -2.210 -3.333 -0.26 0.13 -0.19 0.4139
H 1.665 1.510 -1.662 -0.06 0.23 0.06 0.3660
H -4.888 -6.964 0.107 0.04 0.00 -0.08 0.3611
H -4.925 -5.294 0.749 0.04 0.03 0.02 0.3687
H -5.177 -4.436 -1.699 0.03 0.02 0.01 0.3185
H 2.096 -0.767 4.415 -0.02 0.01 -0.07 0.2739
H -3.164 3.906 -2.396 0.04 -0.02 0.01 0.3473
H 6.005 -0.569 -5.886 0.05 -0.10 -0.09 0.3976
H -13.412 8.120 -4.035 0.04 -0.03 0.02 0.3104
H -13.248 8.583 -0.965 0.02 0.02 0.00 0.3648
H -3.646 -6.407 1.257 0.04 0.08 -0.02 -0.2118
H 1.846 -1.592 5.976 -0.06 -0.03 -0.04 0.4516
H 0.069 5.765 -1.619 0.00 -0.02 0.04 0.3339
H -1.858 -10.731 3.618 -0.01 0.01 -0.03 0.3765
H -0.072 -2.915 -0.475 -0.12 -0.18 0.07 0.5277
H 4.496 -5.567 -2.217 -0.43 -0.08 -0.06 0.2732
H -3.430 -8.428 5.009 0.05 0.01 -0.02 0.2650
H 7.626 4.087 1.700 0.01 -0.03 0.06 0.3510
H -1.518 6.497 -1.958 0.00 0.00 0.03 0.3781
H 12.583 4.729 0.726 -0.02 -0.02 0.05 0.3112
H -4.332 -5.137 6.081 0.02 -0.01 -0.05 0.2659
H -4.181 -3.352 6.030 0.01 0.01 -0.03 0.3793
H 4.811 -4.721 1.267 0.21 0.17 0.26 0.4393
H -6.617 5.448 -4.274 -0.01 -0.04 0.03 0.2934
H 11.474 5.959 0.070 -0.04 -0.01 0.03 0.2969
H 12.877 6.449 1.072 0.01 -0.01 0.02 0.3857
H -2.921 0.203 -0.961 0.01 -0.07 0.11 0.3220
H 7.454 2.100 3.178 -0.01 0.03 -0.03 0.3107
H 3.190 0.574 2.030 0.10 0.02 0.17 0.2861
H 3.299 -1.944 4.985 -0.02 0.00 -0.09 0.3496
H 1.891 -1.250 2.015 -0.18 -0.13 0.06 -1.2938
H -4.548 -7.941 3.709 0.08 0.08 -0.02 0.1919
H 9.758 7.310 3.192 0.01 -0.05 0.02 0.3129
H -3.766 5.324 -1.486 0.01 0.01 0.05 0.3520
H -4.204 -9.674 3.979 0.03 -0.01 -0.02 0.4597
H 7.013 0.457 2.644 -0.04 0.00 -0.05 0.3083
H 3.909 0.003 0.527 0.31 0.07 0.20 0.1396
H -2.148 -4.602 2.996 0.00 -0.02 -0.02 0.2574
H 1.059 -0.726 0.576 -0.04 0.10 -0.23 0.1774
H 4.347 2.439 -1.088 0.08 -0.17 0.24 0.2523
H -5.120 -6.135 -2.266 0.04 -0.03 0.03 0.4086
H 1.363 1.555 0.465 -0.09 0.15 0.08 0.4689
H -5.756 -4.125 5.725 -0.01 0.00 -0.04 0.3515
H -4.471 -0.136 -1.742 -0.13 -0.02 0.15 0.3160
H 1.448 -0.857 -1.938 0.36 0.14 0.09 -0.5749
H -13.179 7.009 -1.816 0.03 0.00 -0.04 0.2975
H -3.358 0.977 -2.494 0.07 0.05 -0.21 0.3121
H 6.376 3.273 -2.906 0.03 0.08 0.02 0.2865
H 11.269 7.918 2.474 0.01 -0.01 0.02 0.3825
H -1.128 -3.664 -2.372 -0.07 -0.15 -0.39 0.3521
H -2.344 -5.394 4.570 -0.03 -0.07 -0.07 0.2562
H 8.726 3.235 0.589 0.05 -0.01 0.03 0.3864
H -4.083 -4.898 -3.024 0.05 0.01 0.03 0.3398
H -7.161 6.906 -3.387 -0.02 -0.01 0.02 0.3663
H 2.796 -4.472 5.281 0.00 0.01 -0.03 0.3717
H -3.907 3.694 -0.795 0.01 0.01 0.02 0.3439